The following is a quantum chemistry calculation of C34H44Cl2F10N2O2P2SY as an isolated structure, from the OMol25 dataset.

Output
electronic energy	-4620.1716	hartree
charge	+1
strongest force on any atom	1.750	eV Å⁻¹
2S+1	1

Each line ends with the Löwdin charge.
CARTESIAN COORDINATES (ANGSTROEM)
1 Y -0.1742 -0.3478 0.6643  1.41
2 C 2.8404 -2.4075 0.4507  -0.09
3 C 2.2031 -2.6099 1.8211  -0.24
4 N 1.6616 -1.3755 2.4380  -0.21
5 C 1.1982 -1.7537 3.7904  -0.24
6 C 0.6762 -0.5995 4.6360  -0.08
7 C 2.7060 -0.3379 2.5830  -0.16
8 C 2.1493 1.0551 2.2583  -0.22
9 N 1.6545 1.0325 0.8854  -0.17
10 C 2.4277 1.5712 -0.0794  -0.25
11 C 2.2074 1.1598 -1.4155  -0.18
12 F 1.2422 0.1812 -1.5972  -0.03
13 C 2.8727 1.6442 -2.5195  -0.24
14 F 2.5533 1.1731 -3.7348  0.10
15 C 3.8454 2.6161 -2.3833  0.07
16 C 4.1073 3.0529 -1.0950  -0.21
17 F 5.0319 4.0013 -0.9098  0.11
18 C 3.4333 2.5738 0.0136  -0.15
19 F 3.7484 3.1595 1.1963  0.07
20 H 2.9108 -3.3701 -0.0477  0.07
21 H 3.8504 -2.0145 0.5303  0.08
22 H 2.2453 -1.7345 -0.1720  0.04
23 H 2.9441 -3.0728 2.4899  0.13
24 H 1.3710 -3.3103 1.7207  0.09
25 H 2.0313 -2.2200 4.3368  0.13
26 H 0.4227 -2.5079 3.6827  0.09
27 H 1.4813 0.0380 4.9941  0.08
28 H 0.1629 -0.9979 5.5084  0.09
29 H -0.0336 0.0083 4.0755  0.04
30 H 3.5168 -0.5264 1.8816  0.11
31 H 3.1291 -0.3400 3.5910  0.13
32 H 2.9480 1.7754 2.4196  0.11
33 H 1.3316 1.3077 2.9401  0.06
34 H 4.3607 3.0289 -3.2292  0.14
35 C -1.7035 0.2858 -2.7544  -0.24
36 P -2.2693 0.4624 -1.0110  0.85
37 C -3.7640 -0.6020 -1.1482  -0.25
38 C -2.9846 2.1539 -0.9391  -0.39
39 C -4.3531 2.3968 -1.0169  -0.08
40 C -4.8503 3.6786 -0.8505  -0.06
41 C -3.9849 4.7328 -0.6125  -0.07
42 C -2.6209 4.5075 -0.5677  -0.10
43 C -2.1109 3.2262 -0.7256  -0.44
44 P -0.3217 2.8207 -0.7357  0.87
45 C 0.0431 3.4758 -2.4359  -0.22
46 C 0.3826 4.2544 0.1908  -0.24
47 H -2.3816 0.8094 -3.4302  0.06
48 H -1.7261 -0.7795 -2.9812  0.02
49 H -0.6879 0.6416 -2.8998  0.01
50 H -4.2971 -0.3820 -2.0736  0.06
51 H -4.4288 -0.4531 -0.2982  0.04
52 H -3.4342 -1.6406 -1.1504  0.03
53 H -5.0451 1.5975 -1.2262  0.09
54 H -5.9139 3.8525 -0.9014  0.11
55 H -4.3633 5.7340 -0.4773  0.11
56 H -1.9521 5.3362 -0.3999  0.10
57 H -0.5272 4.3866 -2.6150  0.05
58 H -0.1954 2.7508 -3.2108  0.03
59 H 1.1069 3.7035 -2.4882  0.04
60 H 0.2962 5.1609 -0.4062  0.05
61 H 1.4376 4.0614 0.3789  0.03
62 H -0.1235 4.3824 1.1455  0.01
63 C -4.0832 -2.6925 1.5986  0.02
64 C -2.6155 -2.5310 2.0552  -0.45
65 O -1.7739 -1.9801 1.1522  -0.30
66 C -2.6512 -1.6372 3.3383  -0.53
67 F -1.8015 -1.9820 4.3021  0.16
68 F -2.2773 -0.3780 2.9565  0.03
69 F -3.8405 -1.4965 3.9191  0.17
70 C -2.1078 -3.9522 2.4708  -0.56
71 F -0.7676 -4.0246 2.3982  0.13
72 F -2.5716 -4.9134 1.6602  0.14
73 F -2.4563 -4.3059 3.7098  0.17
74 H -4.5268 -1.7085 1.4831  0.08
75 H -4.6465 -3.2510 2.3444  0.11
76 H -4.1364 -3.2141 0.6467  0.09
77 C -1.4719 -4.2612 -1.0365  -0.18
78 S 0.1818 -3.4948 -1.0778  1.01
79 O -0.0877 -2.0126 -1.0813  -0.64
80 C 0.4809 -4.0047 -2.8000  -0.37
81 C -0.2489 -3.4569 -3.8397  -0.08
82 C -0.1308 -3.9869 -5.1119  -0.05
83 C 0.7175 -5.0593 -5.3342  -0.06
84 C 1.4750 -5.5794 -4.2984  -0.06
85 C 1.3581 -5.0514 -3.0235  -0.08
86 H -1.9252 -4.2433 -2.0199  0.06
87 H -2.0406 -3.6623 -0.3358  0.01
88 H -1.3763 -5.2788 -0.6758  0.07
89 H -0.9166 -2.6313 -3.6465  0.09
90 H -0.7135 -3.5792 -5.9235  0.11
91 H 0.7885 -5.4867 -6.3205  0.11
92 H 2.1438 -6.4050 -4.4760  0.11
93 H 1.9187 -5.4593 -2.1980  0.11
94 Cl -2.6005 4.4159 3.0561  0.59
95 C -2.5832 2.6543 3.0161  -0.89
96 Cl -1.1821 2.0765 2.0617  0.62
97 H -3.4921 2.3036 2.5302  0.04
98 H -2.4933 2.2665 4.0297  0.04